Below is a molecular structure, C35H33GaN7 in a non-equilibrium geometry, with properties calculated with the ωB97M-V functional and the def2-TZVPD basis.

XYZ file:
```
76
Properties=species:S:1:pos:R:3:forces:R:3
Ga -0.016 0.140 -0.476 -0.268 0.159 3.614
C 4.384 -1.086 -0.569 0.107 1.149 -0.537
C 5.125 0.029 -1.073 -0.932 -0.509 -0.095
C 4.482 1.247 -1.231 -1.663 0.005 0.330
C 3.035 1.332 -0.987 1.169 -2.177 0.093
N 2.356 0.221 -0.566 0.619 1.467 -0.306
C 3.034 -0.896 -0.275 0.857 0.193 -0.245
N 2.423 2.531 -1.152 -1.082 1.752 0.101
C 1.165 2.878 -1.094 0.720 -1.001 -0.148
N 0.023 2.072 -1.098 0.187 0.517 0.012
C -1.094 2.897 -1.099 -1.462 -1.324 0.114
N -2.369 2.565 -1.098 0.894 1.189 -0.275
C -2.947 1.326 -1.029 -0.612 -1.328 0.015
C -4.402 1.211 -1.138 1.133 0.255 -0.064
C -5.023 0.004 -0.895 0.785 -0.912 0.437
C -4.211 -1.147 -0.582 -0.213 1.362 -0.411
C -2.837 -0.972 -0.601 -0.373 -0.041 -0.104
N -2.215 0.202 -0.836 -0.711 0.660 0.144
C -0.662 4.324 -1.086 0.289 0.071 -0.065
C -1.354 5.536 -1.058 -1.410 -0.629 0.116
C -0.648 6.722 -0.972 0.267 -0.217 -0.141
C 0.748 6.702 -1.001 0.430 0.337 0.158
C 1.458 5.505 -1.033 0.192 -0.487 -0.133
C 0.723 4.314 -1.072 0.443 0.061 -0.035
H 4.849 -2.065 -0.498 -0.131 0.224 0.301
H 6.165 -0.097 -1.396 -0.375 0.120 0.356
H 4.989 2.160 -1.553 -0.174 -0.391 0.081
H 2.481 -1.649 0.262 -0.302 -0.264 -0.226
H -4.971 2.093 -1.453 0.324 -0.291 0.398
H -6.121 -0.089 -0.891 0.624 0.123 -0.173
H -4.644 -2.124 -0.372 0.119 0.317 -0.040
H -2.182 -1.825 -0.423 -0.064 0.413 -0.075
H -2.467 5.540 -1.083 0.985 -0.077 0.109
H -1.173 7.663 -0.869 0.009 -0.038 -0.158
H 1.285 7.659 -0.983 -0.149 -0.455 0.069
H 2.558 5.473 -1.028 -0.641 0.040 -0.018
C -0.293 -5.808 -0.729 -1.479 0.585 -0.300
N -0.733 -4.521 -0.210 0.234 -0.633 0.938
C -2.148 -4.290 -0.066 0.206 -0.516 -0.469
C 0.209 -3.440 -0.028 0.052 0.347 -0.366
C 0.515 -2.728 -1.354 0.688 -0.729 -0.150
C 1.185 -3.533 -2.309 -0.612 0.891 -0.182
C 1.424 -3.044 -3.590 0.305 -0.211 -0.156
C 0.994 -1.759 -3.943 -0.476 -0.354 0.304
C 0.327 -0.989 -2.987 0.575 -0.436 -0.841
C 0.171 -1.412 -1.668 -0.062 -0.059 -0.066
H -1.009 -6.568 -0.374 0.317 0.056 0.021
H 0.704 -6.081 -0.403 0.237 0.138 0.114
H -0.352 -5.847 -1.834 0.275 -0.121 0.148
H -2.627 -5.260 0.153 0.006 0.367 0.006
H -2.603 -3.903 -0.995 -0.161 0.004 0.097
H -2.377 -3.594 0.749 0.188 -0.111 -0.058
H 1.149 -3.891 0.327 -0.135 0.194 0.191
H -0.175 -2.734 0.734 0.264 -0.209 -0.290
H 1.493 -4.542 -2.054 0.022 0.124 -0.007
H 1.939 -3.696 -4.315 -0.221 0.484 0.312
H 1.136 -1.379 -4.951 0.009 -0.077 0.083
H -0.068 -0.027 -3.299 0.202 0.185 0.098
C -2.508 1.150 2.635 0.969 -0.158 -0.105
C -1.230 0.811 3.397 -0.119 0.257 -0.203
C -1.278 0.896 4.790 1.306 -0.312 -0.979
C -0.140 0.601 5.549 -0.587 -0.056 1.059
C 1.053 0.222 4.951 -0.484 0.388 -1.113
C 1.153 0.155 3.565 -0.172 0.218 -0.264
C 2.518 -0.213 3.017 -0.263 -0.073 -0.109
C -0.023 0.373 2.635 0.046 0.511 6.419
N -0.011 0.059 1.442 0.235 -1.003 -7.186
H -3.262 1.443 3.345 -0.434 0.138 0.307
H -2.883 0.279 2.082 0.065 0.197 -0.219
H -2.354 2.006 1.953 -0.066 -0.418 -0.079
H -2.198 1.195 5.279 -0.075 0.008 0.033
H -0.208 0.622 6.631 0.005 0.075 0.101
H 1.937 0.003 5.550 -0.151 0.044 0.001
H 3.291 -0.087 3.798 -0.320 -0.098 -0.324
H 2.800 0.401 2.154 -0.077 -0.053 0.074
H 2.537 -1.264 2.682 0.096 0.144 -0.045
```
Positions in Å, forces in eV/Å.

Output
* HOMO: -1.9912 eV
* multiplicity: 1
* relative energy (zero: lowest compared OMol25 entry of this formula, charge and spin): 33.1 kJ/mol
* HOMO-LUMO gap: 0.1257 Ha
* total charge: -1

Charges per atom according to Löwdin partitioning, unit e: atom 1 (Ga): 0.46, atom 2 (C): -0.05, atom 3 (C): -0.08, atom 4 (C): -0.01, atom 5 (C): -0.29, atom 6 (N): 0.09, atom 7 (C): -0.14, atom 8 (N): 0.16, atom 9 (C): -0.23, atom 10 (N): 0.11, atom 11 (C): -0.24, atom 12 (N): 0.16, atom 13 (C): -0.29, atom 14 (C): -0.01, atom 15 (C): -0.08, atom 16 (C): -0.06, atom 17 (C): -0.14, atom 18 (N): 0.08, atom 19 (C): -0.10, atom 20 (C): -0.02, atom 21 (C): -0.09, atom 22 (C): -0.09, atom 23 (C): -0.01, atom 24 (C): -0.09, atom 25 (H): 0.10, atom 26 (H): 0.10, atom 27 (H): 0.10, atom 28 (H): 0.10, atom 29 (H): 0.10, atom 30 (H): 0.10, atom 31 (H): 0.10, atom 32 (H): 0.07, atom 33 (H): 0.12, atom 34 (H): 0.10, atom 35 (H): 0.10, atom 36 (H): 0.12, atom 37 (C): -0.11, atom 38 (N): -0.27, atom 39 (C): -0.10, atom 40 (C): -0.16, atom 41 (C): -0.22, atom 42 (C): -0.06, atom 43 (C): -0.10, atom 44 (C): -0.09, atom 45 (C): -0.12, atom 46 (C): -0.18, atom 47 (H): 0.07, atom 48 (H): 0.08, atom 49 (H): 0.08, atom 50 (H): 0.08, atom 51 (H): 0.08, atom 52 (H): 0.09, atom 53 (H): 0.12, atom 54 (H): 0.12, atom 55 (H): 0.09, atom 56 (H): 0.10, atom 57 (H): 0.09, atom 58 (H): 0.09, atom 59 (C): -0.09, atom 60 (C): -0.22, atom 61 (C): -0.12, atom 62 (C): -0.19, atom 63 (C): -0.14, atom 64 (C): -0.22, atom 65 (C): -0.10, atom 66 (C): -0.41, atom 67 (N): 0.03, atom 68 (H): 0.04, atom 69 (H): 0.06, atom 70 (H): 0.07, atom 71 (H): 0.08, atom 72 (H): 0.06, atom 73 (H): 0.08, atom 74 (H): 0.06, atom 75 (H): 0.05, atom 76 (H): 0.06